Entry 1:
13
Properties=species:S:1:pos:R:3:lowdin_charge:R:1 method="wB97M-V/def2-TZVPD" homo_lumo_gap_ev="9.0 / 7.5" e_tot_ha=-294.413192 total_charge=0 largest_force_ev_per_a=3.6
H 1.916 0.179 -1.252 0.151
C 0.191 0.789 0.028 -0.227
H -1.019 0.438 -1.545 0.083
C -1.086 0.491 -0.511 -0.149
H -2.451 0.121 1.110 0.063
H 1.340 -1.467 1.322 0.048
C -2.265 0.204 0.051 0.041
C 1.596 -1.238 0.319 0.065
C 1.515 0.167 -0.167 -0.242
H -3.065 0.005 -0.639 0.051
F 0.080 1.461 1.219 0.030
H 1.115 -1.882 -0.328 0.023
H 2.134 0.734 0.393 0.063

=====

Entry 2:
9
Properties=species:S:1:pos:R:3:lowdin_spin:R:1 method="wB97M-V/def2-TZVPD" s2=2.03 homo_lumo_gap_ev="6.5 / 9.3" spin_multiplicity=3 e_tot_ha=-229.878632 total_charge=0 largest_force_ev_per_a=3.3
H -0.263 -1.511 0.011 -0.003
H -1.724 1.006 0.010 0.016
C -0.388 -0.505 -0.056 0.069
C 2.046 0.119 0.029 0.553
H 0.467 1.368 -0.242 0.055
O 3.203 -0.105 0.028 0.478
C -1.634 -0.035 0.069 0.277
H -2.458 -0.744 0.178 0.016
C 0.750 0.407 -0.027 0.540

=====

Entry 3:
21
Properties=species:S:1:pos:R:3:lowdin_charge:R:1 method="wB97M-V/def2-TZVPD" homo_lumo_gap_ev=5.9 e_tot_ha=-366.202738 total_charge=0 largest_force_ev_per_a=1.6
H -1.733 1.026 -3.539 0.010
H -1.585 1.539 -2.984 0.003
H -0.917 2.629 0.293 0.079
H 0.853 -2.894 -1.160 0.080
C -0.544 0.024 1.504 -0.034
H 1.730 -1.331 -1.298 0.081
H 1.127 -1.859 0.252 0.057
H 1.135 0.367 0.489 0.204
C 0.046 0.712 0.370 -0.518
H -0.069 -0.872 3.399 0.120
C 0.351 -0.477 2.464 -0.324
C 0.090 2.253 0.467 -0.020
C 0.919 -1.867 -0.816 -0.064
H 0.803 2.705 -0.222 0.079
H -0.710 -1.303 -2.116 0.095
H -1.126 -1.640 -0.459 0.107
N -0.288 0.272 -0.862 0.144
H 0.346 2.510 1.490 0.079
C -0.398 -1.138 -1.090 -0.279
O 1.571 -0.430 2.324 -0.015
H -1.600 -0.227 1.493 0.114

=====

Entry 4:
20
Properties=species:S:1:pos:R:3:lowdin_charge:R:1 method="wB97M-V/def2-TZVPD" homo_lumo_gap_ev=11.0 e_tot_ha=-386.284666 total_charge=0 largest_force_ev_per_a=3.3 smiles="CC[C@@H](C)CC(=O)O"
C 1.034 -2.156 0.599 -0.502
C -1.765 1.820 -0.391 -0.100
H -2.577 1.101 -0.197 0.086
H 1.483 -0.476 -1.609 0.073
H -1.298 2.070 -1.351 0.074
H -1.036 -0.506 -0.268 0.144
O 1.807 -2.607 -0.207 0.100
H 0.235 2.035 0.544 0.098
H 0.437 -0.631 1.943 0.125
H 0.141 0.192 -2.346 0.079
H 1.702 -0.140 1.023 0.144
C -0.048 0.001 -0.173 -0.375
H 1.173 1.254 -1.359 0.085
O 0.345 -3.025 1.397 0.089
H -2.107 2.835 -0.189 0.063
H 0.372 -3.929 1.071 0.116
C 0.719 0.274 -1.438 -0.058
H -0.789 1.275 1.576 0.112
C 0.764 -0.715 0.895 -0.106
C -0.590 1.330 0.480 -0.247